Here is a cluster of 2 separate species, H2N2O3S in total from OMol25. Energies are from wB97M-V/def2-TZVPD.

Each atom is followed by the atoms it is bonded to, with distances in Å.
CARTESIAN COORDINATES (ANGSTROEM)
1 N -0.53376 0.38270 1.01712  S6 1.529, H7 0.990
2 N 1.74301 0.22944 -1.76954  O3 1.385, O4 1.249
3 O 0.54627 -0.41314 -1.50144  N2 1.385, H8 1.011
4 O 2.26368 -0.33942 -2.75231  N2 1.249
5 O -2.12180 -0.10688 2.70972  S6 1.415
6 S -0.88125 -0.54034 2.18504  N1 1.529, O5 1.415
7 H -1.29164 0.92218 0.67900  N1 0.990
8 H 0.27549 -0.13453 -0.56760  O3 1.011

As for the LUMO energy: -0.060 hartree. As for the HOMO energy: -10.40 eV. The total energy comes out at -734.4796 a.u. The orbital gap is 8.8 eV.

Here is a cluster of 14 separate species, C48H126N2O16 in total from OMol25. Energies are from wB97M-V/def2-TZVPD.

Each atom is followed by the atoms it is bonded to, with distances in Å.
CARTESIAN COORDINATES (ANGSTROEM)
1 C -1.82052 -1.50656 3.98978  O2 1.382, H10 1.090, H11 1.090, H12 1.090
2 O -1.27782 -0.82562 2.91704  C1 1.382, C3 1.494
3 C -2.20901 -0.25835 1.89504  O2 1.494, C4 1.500, H13 1.090, H14 1.090
4 C -1.44007 0.68440 1.01679  C3 1.500, N5 1.476, H15 1.090, H16 1.090
5 N -0.40157 -0.04658 0.26398  C4 1.476, C6 1.475, H17 1.010
6 C 0.31704 0.82542 -0.68359  N5 1.475, C7 1.482, H18 1.090, H19 1.090
7 C 1.58068 0.21466 -1.16074  C6 1.482, O8 1.392, H20 1.090, H21 1.090
8 O 2.43002 -0.05618 -0.09162  C7 1.392, C9 1.387
9 C 3.67776 -0.57204 -0.40923  O8 1.387, H22 1.090, H23 1.090, H24 1.090
10 H -2.40980 -2.31681 3.56043  C1 1.090
11 H -2.37319 -0.87626 4.68646  C1 1.090
12 H -1.02731 -2.02009 4.53312  C1 1.090
13 H -3.01755 0.24686 2.42336  C3 1.090
14 H -2.73042 -1.07465 1.39517  C3 1.090
15 H -1.13781 1.54152 1.61854  C4 1.090
16 H -2.20263 1.03722 0.32244  C4 1.090
17 H 0.12942 -0.42259 1.03649  N5 1.010
18 H 0.59624 1.76349 -0.20383  C6 1.090
19 H -0.27018 1.14779 -1.54344  C6 1.090
20 H 2.10024 0.91901 -1.81040  C7 1.090
21 H 1.26271 -0.60505 -1.80499  C7 1.090
22 H 3.61865 -1.53211 -0.92194  C9 1.090
23 H 4.32299 -0.78605 0.44282  C9 1.090
24 H 4.22114 0.17374 -0.98944  C9 1.090
25 C -1.40722 6.32115 4.41613  O26 1.398, H34 1.090, H35 1.090, H36 1.090
26 O -2.57341 5.99531 5.11537  C25 1.398, C27 1.426
27 C -2.33990 5.15489 6.24377  O26 1.426, C28 1.592, H37 1.090, H38 1.090
28 C -3.67854 4.94009 7.07741  C27 1.592, N29 1.486, H39 1.090, H40 1.090
29 N -4.66415 4.16374 6.28149  C28 1.486, C30 1.451, H41 1.010
30 C -5.98696 4.22522 6.87471  N29 1.451, C31 1.532, H42 1.090, H43 1.090
31 C -6.16876 3.65697 8.28530  C30 1.532, O32 1.426, H44 1.090, H45 1.090
32 O -7.51313 3.57160 8.75408  C31 1.426, C33 1.405
33 C -8.25202 4.76639 8.71086  O32 1.405, H46 1.090, H47 1.090, H48 1.090
34 H -0.99716 5.47104 3.87091  C25 1.090
35 H -0.67392 6.74707 5.10094  C25 1.090
36 H -1.76973 7.09563 3.74021  C25 1.090
37 H -1.61065 5.59100 6.92648  C27 1.090
38 H -1.93063 4.18619 5.95701  C27 1.090
39 H -4.09419 5.84889 7.51263  C28 1.090
40 H -3.57482 4.33696 7.97940  C28 1.090
41 H -4.70492 4.54123 5.34557  N29 1.010
42 H -6.58081 3.63779 6.17444  C30 1.090
43 H -6.35555 5.24581 6.77167  C30 1.090
44 H -5.54896 4.21182 8.98963  C31 1.090
45 H -5.82453 2.62277 8.27926  C31 1.090
46 H -8.39239 5.13454 7.69456  C33 1.090
47 H -7.77043 5.46799 9.39199  C33 1.090
48 H -9.24762 4.59027 9.11813  C33 1.090
49 C -6.19801 8.84680 2.76847  C50 1.578, H53 1.090, H54 1.090, H55 1.090
50 C -5.80025 8.21638 1.37808  C49 1.578, C51 1.527, O52 1.403, H56 1.090
51 C -4.86009 9.07522 0.53492  C50 1.527, H57 1.090, H58 1.090, H59 1.090
52 O -5.10523 7.03540 1.67883  C50 1.403, H60 0.960
53 H -6.42682 9.90381 2.63252  C49 1.090
54 H -5.32834 8.77768 3.42192  C49 1.090
55 H -7.09438 8.38914 3.18701  C49 1.090
56 H -6.67804 7.94445 0.79188  C50 1.090
57 H -5.32282 9.92967 0.04107  C51 1.090
58 H -4.32470 8.50498 -0.22422  C51 1.090
59 H -4.07759 9.44465 1.19773  C51 1.090
60 H -4.32182 7.39799 2.09882  O52 0.960
61 C 1.75993 -3.66111 -7.81334  C62 1.571, H65 1.090, H66 1.090, H67 1.090
62 C 2.10408 -2.60999 -8.92947  C61 1.571, C63 1.513, O64 1.427, H68 1.090
63 C 1.81922 -1.18783 -8.49736  C62 1.513, H69 1.090, H70 1.090, H71 1.090
64 O 3.48954 -2.52372 -9.26192  C62 1.427, H72 0.960
65 H 0.83409 -3.37049 -7.31689  C61 1.090
66 H 2.50141 -3.69514 -7.01512  C61 1.090
67 H 1.65090 -4.63077 -8.29911  C61 1.090
68 H 1.55609 -2.89844 -9.82647  C62 1.090
69 H 1.92974 -0.43468 -9.27752  C63 1.090
70 H 2.56264 -0.96732 -7.73133  C63 1.090
71 H 0.81977 -0.98125 -8.11457  C63 1.090
72 H 4.00422 -2.49945 -8.45191  O64 0.960
73 C 7.30467 3.23011 -9.77500  C74 1.518, H77 1.090, H78 1.090, H79 1.090
74 C 8.20492 3.35668 -8.55947  C73 1.518, C75 1.551, O76 1.441, H80 1.090
75 C 8.85695 4.75626 -8.41278  C74 1.551, H81 1.090, H82 1.090, H83 1.090
76 O 7.41829 3.05015 -7.39214  C74 1.441, H84 0.960
77 H 6.60409 4.06193 -9.84816  C73 1.090
78 H 6.64366 2.36706 -9.85445  C73 1.090
79 H 7.99043 3.38131 -10.60865  C73 1.090
80 H 9.00380 2.61552 -8.53558  C74 1.090
81 H 9.42108 4.70276 -7.48165  C75 1.090
82 H 8.07480 5.51540 -8.40531  C75 1.090
83 H 9.63802 5.06130 -9.10919  C75 1.090
84 H 6.73105 3.70334 -7.24167  O76 0.960
85 C -10.67684 -1.23364 2.59190  C86 1.553, H89 1.090, H90 1.090, H91 1.090
86 C -10.68687 -2.66461 3.19407  C85 1.553, C87 1.492, O88 1.431, H92 1.090
87 C -9.27605 -3.04216 3.49980  C86 1.492, H93 1.090, H94 1.090, H95 1.090
88 O -11.44980 -2.78222 4.39952  C86 1.431, H96 0.960
89 H -10.23243 -0.52130 3.28700  C85 1.090
90 H -11.66551 -0.83919 2.35730  C85 1.090
91 H -10.10894 -1.20468 1.66198  C85 1.090
92 H -11.12203 -3.36859 2.48475  C86 1.090
93 H -9.26875 -4.11486 3.69309  C87 1.090
94 H -8.90921 -2.46975 4.35178  C87 1.090
95 H -8.67434 -2.86772 2.60782  C87 1.090
96 H -11.47656 -1.89260 4.75932  O88 0.960
97 C 9.96837 -2.07720 -5.53068  C98 1.501, H101 1.090, H102 1.090, H103 1.090
98 C 8.92932 -2.72659 -6.39701  C97 1.501, C99 1.497, O100 1.411, H104 1.090
99 C 8.82848 -4.20333 -6.17470  C98 1.497, H105 1.090, H106 1.090, H107 1.090
100 O 7.64600 -2.19444 -6.14905  C98 1.411, H108 0.960
101 H 10.97958 -2.46460 -5.65513  C97 1.090
102 H 9.75246 -2.40084 -4.51248  C97 1.090
103 H 9.95496 -0.99010 -5.60900  C97 1.090
104 H 9.17287 -2.54416 -7.44367  C98 1.090
105 H 9.77833 -4.69585 -6.38278  C99 1.090
106 H 8.02860 -4.63149 -6.77884  C99 1.090
107 H 8.60701 -4.37482 -5.12130  C99 1.090
108 H 7.66676 -1.24885 -6.31344  O100 0.960
109 C 1.02650 -5.53239 0.11219  C110 1.502, H113 1.090, H114 1.090, H115 1.090
110 C 0.82547 -5.45131 -1.37389  C109 1.502, C111 1.553, O112 1.397, H116 1.090
111 C 0.72564 -6.82306 -2.09530  C110 1.553, H117 1.090, H118 1.090, H119 1.090
112 O -0.39066 -4.80859 -1.61690  C110 1.397, H120 0.960
113 H 1.09381 -4.56331 0.60660  C109 1.090
114 H 1.96793 -6.04535 0.30885  C109 1.090
115 H 0.38222 -6.24858 0.62217  C109 1.090
116 H 1.63032 -4.88023 -1.83668  C110 1.090
117 H 1.67900 -7.32436 -1.92828  C111 1.090
118 H 0.53520 -6.65664 -3.15556  C111 1.090
119 H -0.07951 -7.49412 -1.79612  C111 1.090
120 H -0.23930 -3.91061 -1.31306  O112 0.960
121 C -0.78152 -7.84518 7.88515  C122 1.572, H125 1.090, H126 1.090, H127 1.090
122 C 0.42083 -7.52395 8.84525  C121 1.572, C123 1.491, O124 1.404, H128 1.090
123 C 0.02386 -7.50673 10.28284  C122 1.491, H129 1.090, H130 1.090, H131 1.090
124 O 1.32101 -8.59638 8.74553  C122 1.404, H132 0.960
125 H -0.50726 -7.58932 6.86171  C121 1.090
126 H -1.70750 -7.33926 8.15849  C121 1.090
127 H -0.98561 -8.91581 7.87135  C121 1.090
128 H 0.87857 -6.56033 8.62165  C122 1.090
129 H -0.29656 -8.48750 10.63426  C123 1.090
130 H -0.78561 -6.80407 10.48067  C123 1.090
131 H 0.84911 -7.31385 10.96831  C123 1.090
132 H 0.98879 -9.35067 9.23774  O124 0.960
133 C 0.59226 6.93918 -5.09724  C134 1.537, H137 1.090, H138 1.090, H139 1.090
134 C 1.37284 6.34285 -6.27909  C133 1.537, C135 1.517, O136 1.430, H140 1.090
135 C 1.36844 7.22965 -7.50998  C134 1.517, H141 1.090, H142 1.090, H143 1.090
136 O 2.68746 6.08099 -5.77985  C134 1.430, H144 0.960
137 H 1.16355 7.72696 -4.60619  C133 1.090
138 H 0.27921 6.23293 -4.32827  C133 1.090
139 H -0.26722 7.48509 -5.48629  C133 1.090
140 H 0.95999 5.37828 -6.57447  C134 1.090
141 H 2.34266 7.05543 -7.96676  C135 1.090
142 H 1.44911 8.30827 -7.37519  C135 1.090
143 H 0.58443 6.96843 -8.22076  C135 1.090
144 H 3.09137 6.88524 -5.44574  O136 0.960
145 C -7.94391 1.64455 -5.50147  C146 1.564, H149 1.090, H150 1.090, H151 1.090
146 C -7.00266 2.81699 -5.07240  C145 1.564, C147 1.545, O148 1.421, H152 1.090
147 C -5.57506 2.79316 -5.66283  C146 1.545, H153 1.090, H154 1.090, H155 1.090
148 O -7.59203 4.03516 -5.50723  C146 1.421, H156 0.960
149 H -7.49640 0.73537 -5.09996  C145 1.090
150 H -8.04896 1.59103 -6.58508  C145 1.090
151 H -8.93200 1.80770 -5.07117  C145 1.090
152 H -7.00394 2.90233 -3.98575  C146 1.090
153 H -5.53809 2.73951 -6.75087  C147 1.090
154 H -5.17289 1.88585 -5.21212  C147 1.090
155 H -4.99540 3.65450 -5.33090  C147 1.090
156 H -8.54716 3.95071 -5.46049  O148 0.960
157 C -6.91778 -8.64343 -1.82434  C158 1.487, H161 1.090, H162 1.090, H163 1.090
158 C -6.27943 -7.38364 -1.36014  C157 1.487, C159 1.503, O160 1.443, H164 1.090
159 C -5.69124 -7.44048 0.02178  C158 1.503, H165 1.090, H166 1.090, H167 1.090
160 O -5.18041 -7.10098 -2.25215  C158 1.443, H168 0.960
161 H -6.23018 -9.47504 -1.97838  C157 1.090
162 H -7.36618 -8.50592 -2.80827  C157 1.090
163 H -7.67366 -9.01372 -1.13179  C157 1.090
164 H -7.00703 -6.57204 -1.35780  C158 1.090
165 H -5.26810 -6.45826 0.23226  C159 1.090
166 H -4.88961 -8.17825 0.05615  C159 1.090
167 H -6.41623 -7.59266 0.82136  C159 1.090
168 H -4.52827 -6.55062 -1.81235  O160 0.960
169 C 14.33234 -2.91877 -0.22018  C170 1.501, H173 1.090, H174 1.090, H175 1.090
170 C 13.44730 -3.57526 0.79907  C169 1.501, C171 1.562, O172 1.397, H176 1.090
171 C 12.12927 -2.78575 1.08321  C170 1.562, H177 1.090, H178 1.090, H179 1.090
172 O 13.06022 -4.86486 0.42524  C170 1.397, H180 0.960
173 H 14.25423 -1.83175 -0.23954  C169 1.090
174 H 14.00218 -3.30576 -1.18420  C169 1.090
175 H 15.35841 -3.27310 -0.12153  C169 1.090
176 H 14.03197 -3.47219 1.71321  C170 1.090
177 H 12.28904 -1.77620 1.46187  C171 1.090
178 H 11.58351 -3.31663 1.86322  C171 1.090
179 H 11.53029 -2.84135 0.17424  C171 1.090
180 H 13.83168 -5.43421 0.37743  O172 0.960
181 C 3.57887 0.52651 5.95455  C182 1.518, H185 1.090, H186 1.090, H187 1.090
182 C 3.63536 1.44581 7.16144  C181 1.518, C183 1.500, O184 1.394, H188 1.090
183 C 2.73064 0.99052 8.26838  C182 1.500, H189 1.090, H190 1.090, H191 1.090
184 O 4.96822 1.54089 7.56012  C182 1.394, H192 0.960
185 H 4.01828 -0.45151 6.15078  C181 1.090
186 H 4.06426 0.87783 5.04401  C181 1.090
187 H 2.57009 0.32641 5.59336  C181 1.090
188 H 3.28790 2.44974 6.91753  C182 1.090
189 H 3.06733 -0.00306 8.56425  C183 1.090
190 H 1.67699 1.12886 8.02586  C183 1.090
191 H 2.92266 1.65407 9.11155  C183 1.090
192 H 5.29810 0.77166 8.03029  O184 0.960

As for the LUMO energy: 0.011 hartree. As for the HOMO energy: -8.89 eV. The total energy comes out at -3217.4735 a.u. The orbital gap is 9.2 eV.

Here is the ion C3H7N2O2 with charge +1 from OMol25. Energies are from wB97M-V/def2-TZVPD.

Each atom is followed by the atoms it is bonded to, with distances in Å.
CARTESIAN COORDINATES (ANGSTROEM)
1 C -1.93905 0.72609 -0.83328  C2 1.460, H8 1.094, H9 1.072, H10 1.089
2 C -1.05783 0.19827 0.20396  C1 1.460, N4 1.683, O7 1.189
3 C 1.44190 -0.89698 1.06270  N5 1.436, H11 1.043, H12 1.095, H13 1.138
4 N 0.47442 0.48595 -0.43049  C2 1.683, N5 1.256, H14 1.056
5 N 1.56429 -0.02595 -0.07233  C3 1.436, N4 1.256, O6 1.194
6 O 2.63818 0.06439 -0.58689  N5 1.194
7 O -1.30011 -0.22980 1.28647  C2 1.189
8 H -2.06551 -0.15516 -1.46978  C1 1.094
9 H -1.54128 1.26787 -1.66882  C1 1.072
10 H -2.97610 0.88305 -0.54166  C1 1.089
11 H 0.52345 -1.39032 1.03044  C3 1.043
12 H 1.46698 -0.36518 2.01977  C3 1.095
13 H 2.12417 -1.80384 1.14750  C3 1.138
14 H 0.64652 1.24161 -1.14761  N4 1.056

The multiplicity is 3. As for the LUMO energy (alpha / beta): -0.132 / -0.334 hartree. As for the expectation value of S²: 2.01. Its net charge is +1. As for the HOMO energy (alpha / beta): -13.17 / -16.45 eV. The total energy comes out at -377.9637 a.u. The orbital gap (alpha / beta) is 9.6 / 7.4 eV.

Here is a cluster of 4 separate species, H10NO3 in total from OMol25. Energies are from wB97M-V/def2-TZVPD.

Each atom is followed by the atoms it is bonded to, with distances in Å.
CARTESIAN COORDINATES (ANGSTROEM)
1 N -0.46631 -0.25116 0.75238  H2 1.024, H3 1.020, H4 1.040, H5 1.038
2 H -0.11331 0.47431 1.38304  N1 1.024
3 H -1.32891 -0.59977 1.17072  N1 1.020
4 H -0.69103 0.17086 -0.17152  N1 1.040
5 H 0.26675 -0.96836 0.59190  N1 1.038
6 H 0.47591 2.94634 0.89925  O8 0.964
7 H -0.03924 3.67365 -0.30530  O8 0.966
8 O -0.24599 2.91907 0.26074  H6 0.964, H7 0.966
9 H 1.00804 -3.29912 1.09853  O11 0.965
10 H 2.16219 -2.32730 0.73422  O11 0.974
11 O 1.22078 -2.51864 0.57232  H9 0.965, H10 0.974
12 H -0.98843 0.59752 -2.66193  O14 0.964
13 H -0.64447 -0.85234 -2.35150  O14 0.965
14 O -0.61598 0.03495 -1.97284  H12 0.964, H13 0.965

As for the LUMO energy: -0.122 hartree. Its net charge is +1. As for the HOMO energy: -15.34 eV. The total energy comes out at -286.2480 a.u. The orbital gap is 12.0 eV.